# 1
Below is 2 unconnected molecules or ions with the total composition C3H2NP in a non-equilibrium geometry, with properties calculated with ωB97M-V with the def2-TZVPD basis set.

**Charge**: 0
**HOMO level (alpha / beta)**: -0.282 / -0.383 Ha
**Multiplicity**: 3
**Relative energy (zero: lowest compared OMol25 entry of this formula, charge and spin)**: 250.0 kJ/mol
**<S²>**: 2.02
**LUMO energy (alpha / beta)**: -0.022 / -0.053 Ha
**Frontier orbital gap (alpha / beta)**: 7.07 / 8.98 eV

Cartesian coordinates (Å):
C 0.75362 -0.19187 -1.19621
C -0.12853 0.69755 1.21829
C 0.08289 -0.03102 0.01554
N 1.17312 -0.31020 -2.23453
P -0.02319 -0.90150 1.67381
H -0.12147 1.74504 1.55424
H -1.73644 -1.00801 -1.03114

# 2
Below is a gas-phase ion, C3H2NS2 (charge -1) in a non-equilibrium geometry, with properties calculated with ωB97M-V with the def2-TZVPD basis set.

**Charge**: -1
**HOMO level**: -0.095 Ha
**Multiplicity**: 1
**Relative energy (zero: lowest compared OMol25 entry of this formula, charge and spin)**: 0.0 kJ/mol
**SMILES string**: [S-]c1cncs1
**LUMO energy**: 0.128 Ha
**Frontier orbital gap**: 6.07 eV

Cartesian coordinates (Å):
S -2.14915 -2.78889 -0.26959
C -1.17376 -1.43783 -0.39038
C -0.44404 -0.80813 0.59604
N 0.27220 0.27793 0.24568
C 0.14579 0.55159 -1.00338
S -0.89776 -0.52799 -1.90469
H -0.42583 -1.14599 1.61783
H 0.62555 1.37245 -1.50022

# 3
Below is a molecular structure, C3H2O2P3 in a non-equilibrium geometry, with properties calculated with ωB97M-V with the def2-TZVPD basis set.

**Charge**: -1
**HOMO level (alpha / beta)**: -0.158 / -0.158 Ha
**Multiplicity**: 1
**Relative energy (zero: lowest compared OMol25 entry of this formula, charge and spin)**: 0.0 kJ/mol
**LUMO energy (alpha / beta)**: 0.101 / 0.101 Ha
**Frontier orbital gap (alpha / beta)**: 7.06 / 7.06 eV

Cartesian coordinates (Å):
C -0.60343 -1.04871 0.32945
C 0.43857 -0.14581 0.19131
C 1.93488 -0.36322 -0.03572
O 2.38203 0.72449 -0.50644
O 2.50910 -1.41409 0.19407
P -2.26069 -0.60250 0.11991
P 0.31638 1.55614 -0.07132
P -1.86374 1.48297 0.23632
H -0.36077 -2.09753 0.45918
H -2.49232 1.90825 -0.91677

# 4
Below is a single C3H2O2S molecule in a non-equilibrium geometry, with properties calculated with ωB97M-V with the def2-TZVPD basis set.

**Charge**: 0
**HOMO level (alpha / beta)**: -0.336 / -0.345 Ha
**Multiplicity**: 1
**Relative energy (zero: lowest compared OMol25 entry of this formula, charge and spin)**: 700.6 kJ/mol
**LUMO energy (alpha / beta)**: -0.050 / -0.076 Ha
**Frontier orbital gap (alpha / beta)**: 7.77 / 7.33 eV

Cartesian coordinates (Å):
C 1.22479 -0.60284 0.30259
C 1.42593 0.53860 -0.32521
C -0.12511 -1.03312 0.04168
O -1.23209 1.45243 -0.11759
O -2.69756 -0.51271 -0.14498
S -1.43108 0.06647 0.06230
H 1.87138 -1.38617 0.48976
H 0.96375 1.47735 -0.30854

Q: What is the relative energy (zero: lowest compared OMol25 entry of this formula, charge and spin) in the third record?
A: 0.0 kJ/mol

Q: What is the formula in the first record?
A: C3H2NP